# 1
# C53H84F8N10O15S

A cluster of 9 separate species, C53H84F8N10O15S in total in a non-equilibrium geometry (ωB97M-V/def2-TZVPD, the OMol25 dataset).

LUMO energy ... -1.3 eV
SMILES ... CC(C)[C@@H](C)COc1cc2c(c(S(=O)(=O)C(F)(F)C(F)(F)C(F)(F)F)c1O)C(=O)c1cc(CCCCCN)c(F)c(OC#N)c1C2=O.CN(C)C=O.CN(C)C=O.CN(C)C=O.CN(C)C=O.CN(C)C=O.CN(C)C=O.CN(C)C=O.CN(C)C=O

Last column: Löwdin charge in e.
CARTESIAN COORDINATES (ANGSTROEM)
C1 6.1006 -5.3027 -2.0084  -0.088
C2 6.5617 -4.4831 -3.3414  -0.335
C3 5.8670 -5.2805 -4.5856  -0.098
C4 5.8960 -2.9976 -3.2623  -0.291
C5 6.5232 -2.2868 -1.9633  -0.069
C6 6.4248 -2.1986 -4.5490  -0.151
O1 6.0194 -0.8005 -4.6138  -0.110
C7 4.6660 -0.6227 -4.2358  -0.115
C8 4.4042 0.2054 -2.9352  0.129
C9 2.9218 0.3841 -2.4587  0.000
C10 1.7644 -0.2552 -3.3090  0.008
C11 2.0233 -1.0796 -4.6110  -0.076
S1 0.6329 -1.8744 -5.5810  0.866
O2 1.1891 -3.1240 -6.2514  -0.328
O3 -0.4764 -2.3756 -4.6666  -0.307
C12 -0.0011 -0.7937 -6.9632  -0.318
F1 0.4921 0.5509 -6.8220  0.050
F2 0.5220 -1.2859 -8.1969  0.063
C13 -1.5985 -0.7041 -7.0846  -0.217
F3 -2.1621 0.0411 -6.0236  0.100
F4 -1.8597 0.0323 -8.2914  0.074
C14 -2.3583 -2.1145 -7.2357  -0.317
F5 -1.5360 -3.1938 -7.5871  0.123
F6 -3.1079 -2.3315 -6.0596  0.103
F7 -3.3280 -1.9585 -8.2787  0.079
C15 3.5132 -1.2538 -5.0808  -0.100
O4 3.8700 -1.9757 -6.2676  -0.010
C16 0.2818 0.0112 -2.7312  -0.254
O5 -0.7155 0.2514 -3.4451  0.066
C17 0.1503 -0.0073 -1.1495  -0.018
C18 -1.0972 -0.6443 -0.4955  0.095
C19 -1.2548 -0.7301 1.0393  -0.052
C20 -2.4617 -1.3948 1.8342  -0.147
C21 -3.8091 -1.5716 0.9898  -0.214
C22 -3.7454 -2.6919 -0.1626  -0.231
C23 -4.7038 -3.9538 0.0670  -0.194
C24 -4.2151 -5.0934 -0.9966  -0.274
N1 -4.0575 -4.4460 -2.3573  -0.046
C25 -0.1023 -0.0943 1.8978  -0.021
F8 -0.1589 -0.0889 3.3286  0.000
C26 1.1690 0.5642 1.2352  -0.073
O6 2.1785 1.1373 2.0938  0.006
C27 3.4206 0.4665 2.0307  -0.203
N2 4.4598 -0.1214 1.8958  0.165
C28 1.3011 0.5875 -0.3015  0.026
C29 2.5580 1.1820 -1.1028  -0.242
O7 3.2455 2.1525 -0.7202  0.072
H1 6.9896 -5.3845 -1.2893  0.079
H2 5.2139 -4.7999 -1.4889  0.073
H3 5.7577 -6.3717 -2.2674  0.072
H4 7.7013 -4.4574 -3.4606  0.111
H5 5.9094 -6.4207 -4.4059  0.078
H6 6.4475 -5.0291 -5.5360  0.071
H7 4.7727 -4.9695 -4.7364  0.079
H8 4.7686 -3.1652 -3.2268  0.137
H9 5.7649 -2.0155 -1.1505  0.077
H10 7.0403 -1.2973 -2.2694  0.084
H11 7.3751 -2.9343 -1.5265  0.080
H12 7.5783 -2.1975 -4.4786  0.134
H13 6.1628 -2.7335 -5.5395  0.122
H14 5.2494 0.6797 -2.3271  0.133
H15 3.9949 -2.9260 -6.0371  0.108
H16 -1.9031 -1.0501 -1.1851  0.114
H17 -2.6756 -0.7527 2.7712  0.126
H18 -2.1235 -2.4175 2.2514  0.134
H19 -4.1217 -0.5567 0.5709  0.099
H20 -4.6558 -1.8827 1.7104  0.102
H21 -3.9654 -2.1503 -1.1575  0.104
H22 -2.6632 -3.0919 -0.2745  0.109
H23 -4.7066 -4.3673 1.1309  0.111
H24 -5.7748 -3.6837 -0.2672  0.108
H25 -4.9049 -6.0018 -1.0212  0.100
H26 -3.1348 -5.3460 -0.6717  0.116
H27 -3.4038 -4.9900 -2.9404  0.065
H28 -4.9637 -4.4736 -2.8668  0.070
C30 1.3818 -3.2607 1.1825  -0.340
O8 0.2796 -3.6602 0.8787  0.015
N3 2.4398 -4.0382 1.5295  -0.197
C31 3.7074 -3.4520 1.8801  -0.059
C32 2.2895 -5.4801 1.5484  -0.043
H29 1.6173 -2.1843 1.2037  0.113
H30 4.4748 -3.8157 1.1913  0.084
H31 3.9660 -3.7420 2.9019  0.093
H32 3.6550 -2.3651 1.8178  0.038
H33 2.0025 -5.8237 0.5515  0.093
H34 1.4984 -5.7490 2.2527  0.092
H35 3.2238 -5.9581 1.8462  0.087
C33 8.6785 1.7992 -5.4209  -0.324
O9 8.7379 0.6161 -5.1353  0.005
N4 8.1996 2.3016 -6.5923  -0.193
C34 8.1607 3.7257 -6.8609  -0.054
C35 7.7132 1.3816 -7.6024  -0.040
H36 9.0208 2.5806 -4.7245  0.116
H37 7.1247 4.0245 -7.0409  0.094
H38 8.7622 3.9362 -7.7494  0.091
H39 8.5561 4.2957 -6.0177  0.051
H40 6.8929 0.7920 -7.1852  0.088
H41 8.5212 0.7038 -7.8891  0.092
H42 7.3635 1.9272 -8.4798  0.088
C36 -6.5648 0.9776 2.0029  -0.324
O10 -5.8741 -0.0102 2.1890  -0.017
N5 -7.4232 1.1516 0.9606  -0.189
C37 -8.2131 2.3581 0.8070  -0.072
C38 -7.5508 0.0970 -0.0263  -0.040
H43 -6.5441 1.8368 2.6927  0.133
H44 -9.2709 2.0925 0.8130  0.083
H45 -7.9590 2.8302 -0.1466  0.092
H46 -8.0170 3.0594 1.6161  0.069
H47 -7.8820 -0.8194 0.4688  0.092
H48 -6.5756 -0.0854 -0.4848  0.087
H49 -8.2707 0.3787 -0.7958  0.088
C39 -9.9485 2.7495 3.8773  -0.321
O11 -9.9488 3.2044 2.7469  -0.014
N6 -9.8087 3.4788 5.0197  -0.187
C40 -9.8182 2.8631 6.3292  -0.053
C41 -9.6451 4.9169 4.9192  -0.045
H50 -10.0659 1.6700 4.0663  0.136
H51 -10.6404 3.2823 6.9123  0.055
H52 -8.8694 3.0749 6.8297  0.093
H53 -9.9484 1.7822 6.2524  0.086
H54 -10.5142 5.3410 4.4119  0.096
H55 -8.7521 5.1336 4.3273  0.090
H56 -9.5459 5.3620 5.9096  0.083
C42 10.2454 6.5295 -4.4060  -0.328
O12 9.1359 6.1229 -4.7013  0.007
N7 11.3099 5.7461 -4.0686  -0.202
C43 12.6010 6.3084 -3.7288  -0.061
C44 11.1446 4.3063 -4.0492  -0.050
H57 10.4802 7.6057 -4.3891  0.133
H58 13.3504 5.9283 -4.4280  0.090
H59 12.8644 6.0071 -2.7116  0.090
H60 12.5801 7.3977 -3.7848  0.085
H61 10.8426 3.9670 -5.0431  0.079
H62 10.3588 4.0453 -3.3358  0.094
H63 12.0769 3.8179 -3.7628  0.091
C45 -12.2038 4.9320 8.1491  -0.354
O13 -12.2007 5.3811 7.0170  0.009
N8 -12.0650 5.6669 9.2881  -0.199
C46 -12.0790 5.0583 10.6033  -0.054
C47 -11.8980 7.1035 9.1802  -0.042
H64 -12.3242 3.8536 8.3438  0.127
H65 -12.9023 5.4829 11.1829  0.098
H66 -11.1310 5.2713 11.1038  0.095
H67 -12.2115 3.9780 10.5332  0.062
H68 -12.7651 7.5276 8.6684  0.095
H69 -11.0037 7.3171 8.5898  0.092
H70 -11.8002 7.5524 10.1695  0.089
C48 10.7690 -3.7036 -2.7524  -0.321
O14 9.5978 -3.9051 -2.4813  -0.006
N9 11.2913 -2.5055 -3.1339  -0.196
C49 12.6966 -2.3415 -3.4416  -0.062
C50 10.4096 -1.3577 -3.2351  -0.041
H71 11.5206 -4.5082 -2.7069  0.132
H72 13.1247 -1.5966 -2.7656  0.089
H73 12.7975 -1.9983 -4.4744  0.090
H74 13.2355 -3.2829 -3.3234  0.083
H75 9.9480 -1.1747 -2.2614  0.097
H76 9.6234 -1.5736 -3.9606  0.068
H77 10.9649 -0.4736 -3.5496  0.085
C51 -12.4311 2.0661 12.6459  -0.361
O15 -12.8007 2.9062 13.4441  0.014
N10 -11.4527 1.1424 12.8679  -0.205
C52 -11.0686 0.1719 11.8635  -0.062
C53 -10.7756 1.1320 14.1504  -0.044
H78 -12.8796 1.9864 11.6420  0.123
H79 -11.2298 -0.8340 12.2597  0.090
H80 -10.0102 0.3053 11.6252  0.089
H81 -11.6583 0.2963 10.9538  0.083
H82 -11.5103 0.9682 14.9423  0.094
H83 -10.2975 2.1012 14.3113  0.093
H84 -10.0232 0.3427 14.1793  0.088


# 2
# C53H98F24N9O17S8

A structure of composition C53H98F24N9O17S8 in a non-equilibrium geometry (ωB97M-V/def2-TZVPD, the OMol25 dataset).

Net charge ... +1
LUMO energy ... -4.7 eV

Last column: Löwdin charge in e.
CARTESIAN COORDINATES (ANGSTROEM)
C1 6.5051 1.5384 0.5346  0.004
C2 7.0710 0.5232 1.5324  -0.393
C3 6.7111 -0.9379 1.0429  -0.091
C4 7.5225 -1.4047 -0.2054  -0.151
C5 8.9813 -1.2479 0.1578  -0.123
C6 9.5554 0.0550 0.7293  -0.457
N1 8.5928 0.7889 1.6873  0.026
O1 8.9257 1.6740 2.4337  0.218
C7 9.8830 1.0909 -0.2879  -0.008
C8 10.8102 -0.2648 1.5352  -0.020
C9 6.4885 0.6737 2.9787  -0.006
H1 6.8322 2.5876 0.7491  0.117
H2 5.4086 1.6139 0.7173  0.093
H3 6.6240 1.2273 -0.4994  0.087
H4 5.6303 -0.7556 0.7823  0.144
H5 6.8483 -1.5717 1.8988  0.115
H6 7.1368 -0.8711 -1.1208  0.127
H7 7.3541 -2.4614 -0.3568  0.100
H8 9.5786 -1.3991 -0.7485  0.136
H9 9.2829 -2.0300 0.8724  0.132
H10 10.5212 0.5475 -0.9755  0.107
H11 10.3965 1.9918 0.1017  0.115
H12 9.0178 1.4626 -0.8395  0.096
H13 10.5313 -0.9481 2.3461  0.098
H14 11.3580 0.5695 1.9596  0.092
H15 11.5122 -0.8787 0.9432  0.116
H16 6.3610 1.7040 3.1739  0.072
H17 7.0935 0.1134 3.7485  0.113
H18 5.5204 0.2124 3.0960  0.081
C10 -6.7757 5.8253 -2.8220  -0.090
C11 -5.6603 5.6188 -1.8450  -0.246
C12 -4.4153 4.9501 -2.4527  -0.122
N2 -3.0453 5.1241 -1.8645  -0.294
C13 -2.5336 6.4935 -1.8215  -0.100
C14 -1.3341 6.7127 -0.8899  -0.122
C15 -1.5078 6.0883 0.5515  -0.136
C16 -1.8447 4.5899 0.3568  -0.152
C17 -3.1344 4.5636 -0.4547  -0.095
C18 -2.1266 4.3138 -2.5890  -0.018
H19 -7.1536 4.8499 -3.1932  0.088
H20 -6.5378 6.4851 -3.6112  0.057
H21 -7.6706 6.2895 -2.2872  0.109
H22 -6.0406 5.0478 -1.0427  0.087
H23 -5.2850 6.5694 -1.4053  0.112
H24 -4.3560 5.3917 -3.4816  0.149
H25 -4.6137 3.8674 -2.4780  0.119
H26 -3.3347 7.1225 -1.4367  0.130
H27 -2.2684 6.7081 -2.8352  0.136
H28 -1.1953 7.7727 -0.7632  0.113
H29 -0.3735 6.4280 -1.2319  0.083
H30 -2.2137 6.6357 1.1620  0.108
H31 -0.5454 6.2394 1.0467  0.102
H32 -2.0440 4.0624 1.3078  0.109
H33 -1.0423 3.9787 -0.0853  0.090
H34 -3.8615 5.1921 0.1007  0.147
H35 -3.5292 3.5254 -0.5852  0.131
H36 -2.2347 3.3072 -2.2549  0.084
H37 -1.0851 4.6688 -2.5081  0.098
H38 -2.4457 4.3893 -3.6109  0.110
C19 2.0128 1.4391 -5.8192  -0.107
C20 1.5000 0.0419 -5.6924  -0.228
C21 0.1771 0.2472 -5.0069  -0.115
N3 -0.4199 -1.0550 -4.4336  -0.247
C22 -1.7214 -0.7889 -3.7501  -0.145
C23 -2.7188 -0.2757 -4.6944  -0.185
C24 -2.9207 -1.2393 -5.8071  -0.200
C25 -1.6672 -1.6616 -6.5488  -0.132
C26 -0.6442 -2.0878 -5.4822  -0.114
C27 0.5706 -1.6631 -3.4781  0.025
H39 1.4265 2.1219 -6.4259  0.077
H40 3.0483 1.4734 -6.2464  0.098
H41 2.0478 1.9322 -4.8021  0.093
H42 2.2376 -0.6198 -5.2101  0.126
H43 1.2932 -0.3957 -6.6960  0.128
H44 -0.5306 0.7344 -5.6698  0.126
H45 0.2157 0.8306 -4.0844  0.138
H46 -1.6271 -0.0335 -2.9996  0.101
H47 -2.0750 -1.7152 -3.2804  0.146
H48 -2.4340 0.6960 -4.9925  0.103
H49 -3.6285 -0.0961 -4.0913  0.143
H50 -3.6544 -0.7277 -6.4519  0.128
H51 -3.4360 -2.1453 -5.4747  0.125
H52 -1.3646 -0.8337 -7.2160  0.124
H53 -1.9748 -2.5742 -7.0920  0.129
H54 0.3708 -2.3098 -5.8294  0.131
H55 -0.9369 -2.9843 -4.9912  0.131
H56 1.3395 -2.2537 -3.9340  0.076
H57 -0.0768 -2.1694 -2.7302  0.100
H58 0.9394 -0.8134 -2.8967  0.115
C28 -2.5654 -3.4205 3.9102  -0.086
C29 -2.3034 -4.6266 3.0277  -0.200
C30 -2.4894 -4.3427 1.5440  -0.118
N4 -3.8492 -4.8327 0.9880  -0.231
C31 -3.9367 -4.4217 -0.4630  -0.125
C32 -3.0292 -5.1711 -1.3775  -0.170
C33 -3.2440 -6.6563 -1.2714  -0.234
C34 -3.0553 -7.0740 0.1156  -0.151
C35 -4.0831 -6.3119 1.0493  -0.071
C36 -4.9618 -4.0953 1.7229  0.036
H59 -2.3817 -3.6636 4.9261  0.061
H60 -3.5951 -2.9501 3.8892  0.100
H61 -1.8660 -2.7064 3.5285  0.031
H62 -2.9284 -5.5386 3.1962  0.105
H63 -1.2581 -5.0049 3.0943  0.136
H64 -1.6476 -4.7331 0.9574  0.121
H65 -2.4777 -3.3247 1.3167  0.084
H66 -3.7205 -3.3820 -0.5945  0.120
H67 -4.9897 -4.6477 -0.7282  0.153
H68 -1.9816 -4.9095 -1.0836  0.120
H69 -3.1974 -4.7624 -2.4095  0.143
H70 -2.6531 -7.2578 -2.0150  0.142
H71 -4.2406 -6.9579 -1.5774  0.118
H72 -1.9785 -6.8290 0.3460  0.138
H73 -3.1866 -8.1314 0.2537  0.117
H74 -3.9685 -6.5924 2.0866  0.113
H75 -5.0324 -6.5653 0.7359  0.114
H76 -5.8473 -4.1691 1.0903  0.095
H77 -4.6309 -3.0700 1.7876  0.084
H78 -5.0857 -4.6216 2.6884  0.124
C37 -3.9150 2.3139 4.5224  -0.089
C38 -2.9557 1.2540 4.9899  -0.246
C39 -1.5423 1.8193 5.3250  -0.088
N5 -0.4627 0.7342 5.4570  -0.217
C40 -0.0760 0.0201 4.1706  -0.096
C41 1.1642 -0.8269 4.3909  -0.186
C42 2.3906 -0.0739 4.8018  -0.173
C43 1.9823 0.5104 6.1536  -0.174
C44 0.7441 1.4106 6.1330  -0.093
C45 -1.0325 -0.3197 6.4759  0.054
H79 -3.6409 3.0074 3.6888  0.088
H80 -4.1195 2.8763 5.4444  0.080
H81 -4.8915 1.7942 4.3166  0.103
H82 -2.8346 0.4750 4.2384  0.084
H83 -3.4245 0.7510 5.8012  0.098
H84 -1.5248 2.3547 6.2900  0.142
H85 -1.2302 2.3892 4.4445  0.114
H86 0.1566 0.8305 3.4655  0.128
H87 -0.9576 -0.4633 3.8092  0.086
H88 1.2706 -1.3345 3.4214  0.095
H89 1.0088 -1.6516 5.1243  0.135
H90 2.5530 0.8232 4.0364  0.142
H91 3.3226 -0.6657 4.8737  0.126
H92 2.7906 1.1670 6.5230  0.126
H93 1.9017 -0.3249 6.8902  0.121
H94 0.9064 2.3039 5.5318  0.117
H95 0.4171 1.8162 7.0507  0.116
H96 -0.1647 -0.7931 6.9282  0.086
H97 -1.6397 -1.0188 5.9200  0.095
H98 -1.5813 0.1603 7.2717  0.104
C46 6.0773 -3.1914 -3.5778  -0.622
F1 7.1736 -3.7884 -3.2145  0.165
F2 6.3126 -1.8105 -3.5458  0.052
F3 5.8443 -3.5429 -4.8527  0.116
S1 4.5129 -3.4128 -2.5294  0.553
O2 4.9209 -2.6548 -1.3846  -0.306
O3 3.5012 -2.8074 -3.3587  -0.301
N6 4.3171 -4.9270 -2.3657  -0.290
S2 3.9141 -5.6835 -0.9831  0.589
O4 3.2567 -4.8681 -0.0290  -0.283
O5 3.3132 -6.9426 -1.1969  -0.253
C47 5.5382 -5.9344 -0.1652  -0.701
F4 6.5121 -6.2814 -0.9746  0.154
F5 5.9366 -4.8119 0.4221  0.128
F6 5.3653 -6.8827 0.7646  0.131
C48 -2.5249 0.8628 1.3299  -0.684
F7 -3.6998 1.3985 1.0432  0.153
F8 -1.7907 1.7819 1.9704  0.119
F9 -2.7034 -0.1934 2.0953  0.127
S3 -1.6743 0.2864 -0.2030  0.568
O6 -2.5497 -0.6682 -0.8013  -0.275
O7 -1.5043 1.5536 -0.9662  -0.315
N7 -0.2791 -0.1602 0.2937  -0.250
S4 -0.0835 -1.7574 0.6144  0.681
O8 -0.2399 -2.0985 2.0352  -0.315
O9 -0.5764 -2.6321 -0.4206  -0.292
C49 1.7615 -1.7674 0.4185  -0.671
F10 2.2766 -2.9131 0.8817  0.120
F11 2.0221 -1.5956 -0.8464  0.157
F12 2.3915 -0.7739 1.0737  0.116
C50 -8.1915 1.4117 -2.0506  -0.650
F13 -7.9836 1.9974 -3.2394  0.110
F14 -8.8135 2.2573 -1.2403  0.130
F15 -9.0044 0.3693 -2.2672  0.132
S5 -6.4455 1.0791 -1.3325  0.596
O10 -5.9419 0.1527 -2.2890  -0.280
O11 -5.9045 2.4083 -1.3776  -0.308
N8 -6.7585 0.7244 0.1955  -0.269
S6 -6.3692 -0.6889 0.8344  0.527
O12 -5.4961 -1.4489 -0.0169  -0.290
O13 -6.0938 -0.5685 2.2110  -0.264
C51 -7.8926 -1.5503 0.8247  -0.645
F16 -7.7872 -2.8086 1.3469  0.105
F17 -8.8761 -0.8756 1.4519  0.138
F18 -8.2782 -1.6734 -0.4723  0.106
C52 1.7350 3.7682 2.8428  -0.723
F19 1.3078 5.0619 2.7812  0.116
F20 2.4697 3.5629 3.8639  0.171
F21 0.6351 3.0625 3.0306  0.119
S7 2.7721 3.2182 1.4225  0.594
O14 3.9839 4.0169 1.5040  -0.299
O15 2.9303 1.7849 1.6675  -0.319
N9 1.8045 3.6387 0.2757  -0.295
S8 1.8524 3.3625 -1.3013  0.597
O16 2.5966 2.1526 -1.3952  -0.278
O17 0.5591 3.4934 -1.9147  -0.299
C53 2.8707 4.7787 -1.9377  -0.657
F22 4.0053 4.8606 -1.2695  0.149
F23 3.2367 4.7086 -3.2227  0.135
F24 2.1319 5.9031 -1.8131  0.113